No. 1
A gas-phase ion, C3H9N2O2 (charge +1) at a distorted geometry, computed with ωB97M-V with the def2-TZVPD basis set.

Geometry (Å):
H1 -3.22936 0.27473 -0.41864
H2 2.86592 1.07951 -0.41220
H3 0.59116 -1.95525 0.12639
H4 1.71154 -0.34681 1.49181
N1 -1.26573 0.49486 0.39433
C1 1.09918 0.27073 0.73891
C2 1.92645 0.54308 -0.55584
N2 -0.07467 -0.30780 0.41029
H5 2.09120 -0.44858 -0.97926
O1 -1.31167 1.58863 0.86696
C3 -2.24248 -0.23997 -0.29644
H6 -2.50022 -1.23349 0.16432
H7 1.38316 1.03927 -1.35110
H8 -1.93343 -0.50082 -1.29791
O2 -0.21336 -1.51024 -0.07960
H9 1.10230 1.25215 1.19798

Cartesian forces, eV/Å:
1.195 0.171 0.546
-0.157 -0.287 0.315
1.302 -1.053 0.331
-0.961 0.484 -1.156
3.973 -2.831 0.266
5.725 1.472 0.830
0.069 -1.416 -0.321
-5.710 4.625 1.520
0.723 0.073 -0.217
0.147 -0.564 -0.403
-4.601 -1.207 -0.986
0.636 1.070 0.065
-0.499 0.493 0.268
0.571 0.145 -0.250
-1.018 -1.129 -1.260
-1.395 -0.045 0.452

Summary:
total charge: +1
structure (SMILES): CCN(O)[N+](C)=O
gap between HOMO and LUMO (alpha / beta): 8.839 / 8.837 eV
total energy: -379.23088 Ha
highest occupied orbital energy (alpha / beta): -0.5397 / -0.5397 hartree

No. 2
2 unconnected molecules or ions with the total composition C3H4N2O at a distorted geometry, computed with ωB97M-V with the def2-TZVPD basis set.

Geometry (Å):
H1 2.13893 1.57497 -0.40514
H2 -2.48305 0.51457 -0.73252
H3 -0.17760 1.03415 0.86126
C1 1.81365 -0.57262 0.16298
N1 -0.85756 -2.02715 -0.28092
C2 -1.56891 0.26312 -0.24352
C3 1.91971 0.55813 -0.23791
N2 -1.28979 -0.97327 -0.13748
O1 -1.10253 1.21008 0.63992
H4 1.60716 -1.58199 0.37334

Cartesian forces, eV/Å:
-0.019 0.438 -0.337
-0.260 0.143 -0.331
0.009 -0.068 -0.208
-0.108 1.078 -0.691
-0.440 0.002 0.540
-0.507 1.411 0.558
0.237 -0.915 0.824
1.064 -1.364 -0.739
-0.013 -0.189 0.171
0.037 -0.535 0.215

Summary:
gap between HOMO and LUMO: 8.476 eV
total energy: -301.29078 Ha
highest occupied orbital energy: -0.2927 hartree

No. 3
A single C2H3BrO molecule at a distorted geometry, computed with ωB97M-V with the def2-TZVPD basis set.

Geometry (Å):
H1 -0.71151 0.49419 0.69902
H2 -0.19653 -0.82314 -0.53584
H3 0.59482 0.89066 -0.39019
C1 0.14308 -0.04565 0.09772
O1 2.38208 -1.21599 0.96998
C2 1.39194 -0.62900 1.18439
Br1 1.19179 0.31295 2.95945

Cartesian forces, eV/Å:
1.609 -1.782 -0.781
-0.115 -0.547 -0.704
-0.157 -1.867 0.232
1.313 2.551 3.294
-0.847 -0.230 -0.281
-1.713 2.261 -1.374
-0.090 -0.387 -0.386

Summary:
structure (SMILES): CC(=O)Br
gap between HOMO and LUMO: 10.781 eV
total energy: -2727.22848 Ha
highest occupied orbital energy: -0.3829 hartree

No. 4
A single C4H9NO2 molecule, computed with ωB97M-V with the def2-TZVPD basis set.

Geometry (Å):
C1 -0.32940 0.28773 -0.09197
H1 1.08148 1.23911 -1.29386
O1 -0.34793 -1.77115 1.27386
O2 2.13069 -0.99270 0.72586
H2 2.99438 0.14636 -0.72812
H3 -0.28836 -1.77951 -0.74446
H4 -1.83792 -1.20022 -0.08858
C2 2.06083 -0.09636 -0.23461
N1 0.96272 0.51328 -0.58892
C3 -1.28549 1.42180 -0.30355
H5 -2.25907 1.16064 0.12653
C4 -0.74771 -1.11302 0.00253
H6 -0.65947 -1.15312 1.95276
H7 -1.46878 1.68981 -1.36385
H8 -0.96987 2.34465 0.20585
H9 1.22381 -1.24324 1.07862

Cartesian forces, eV/Å:
0.021 -0.002 0.041
0.042 -0.034 0.092
-0.025 0.157 0.166
-0.154 0.082 -0.073
-0.131 0.030 0.072
-0.036 0.135 0.068
0.200 0.034 0.057
-0.029 -0.021 -0.149
0.103 -0.053 0.082
-0.153 0.141 -0.021
0.151 0.039 -0.113
-0.108 -0.035 -0.144
0.091 -0.156 -0.041
0.051 -0.054 0.099
-0.064 -0.174 -0.098
0.041 -0.088 -0.039

Summary:
gap between HOMO and LUMO: 7.128 eV
total energy: -362.96312 Ha
highest occupied orbital energy: -0.2325 hartree

No. 5
A molecular structure, C30H23F9N5O2SeV, computed with ωB97M-V with the def2-TZVPD basis set.

Geometry (Å):
C1 0.76020 -3.50412 -0.70537
H1 -2.40586 1.19041 -1.13093
Se1 -2.79251 1.98876 1.38154
F1 0.03585 6.16060 2.80554
O1 1.20717 2.65960 2.28785
H2 3.48618 3.08988 1.19445
O2 -0.35530 0.87620 3.90595
H3 -2.32845 0.39699 -2.71736
F2 0.23569 7.13171 0.27127
H4 -1.62676 -3.25234 0.39415
C2 -0.21938 1.70822 -1.71288
C3 -0.13769 -2.01956 -2.47497
C4 -1.09359 5.34021 -0.51436
H5 5.40850 2.42058 -0.30349
F3 -0.17618 -4.80808 -2.46457
C5 1.44776 -3.57647 0.51110
F4 0.66736 -7.06250 -1.36748
C6 -2.09653 0.28334 -1.65129
F5 2.52293 -4.70196 2.25260
H6 5.23206 0.27073 -1.56634
C7 1.10691 2.08563 -2.35296
H7 -2.40445 -0.52529 4.37151
C8 0.94275 -5.92059 -0.73337
C9 1.87116 -4.74684 1.08972
C10 -2.79889 -3.08763 2.18104
H8 -2.68418 -1.83345 -1.36477
H9 1.02389 -0.27938 -2.79277
C11 -1.31352 -0.84736 2.58922
C12 3.47524 2.18749 0.59893
H10 -0.32808 2.13657 -0.71420
C13 -0.56547 5.51073 1.79984
C14 -1.90824 3.62656 1.02592
N1 0.38386 -2.24571 -1.13031
C15 2.37032 1.36268 0.68641
H11 1.13359 1.83720 -3.41453
H12 -3.96091 -0.62225 -1.33886
H13 -0.99731 2.17264 -2.32059
C16 3.27388 -0.13388 -0.81660
H14 -0.52189 -0.23257 -3.64860
C17 -1.27862 4.35122 2.03907
C18 -0.39598 0.33796 2.83185
H15 -3.36509 -3.98568 1.97972
N2 2.25813 0.24642 -0.03416
C19 1.62219 -5.95529 0.46667
C20 0.51353 -4.73723 -1.31435
V1 0.40745 -0.77742 0.13288
F6 -2.40137 3.59355 -1.30338
C21 -0.46217 6.01217 0.51418
C22 4.52194 1.80605 -0.22279
C23 -1.82232 -2.68797 1.29500
H16 1.98649 1.66050 -1.87976
F7 -1.34125 3.93190 3.30337
H17 0.45187 -2.54050 -3.23293
H18 -3.82076 -2.58870 4.00641
H19 -1.16410 -2.37277 -2.57138
F8 -1.00951 5.81063 -1.77104
C24 -3.04552 -2.30875 3.30573
C25 4.42963 0.61295 -0.92947
C26 1.25637 1.61949 1.67799
H20 3.13374 -1.05297 -1.37287
N3 -1.09417 -1.57934 1.48360
N4 0.45227 0.51013 1.75296
C27 -2.28325 -1.17643 3.51770
N5 -0.58531 0.24654 -1.57466
C28 -2.92922 -0.82169 -1.04380
C29 -0.03631 -0.52551 -2.71177
H21 -2.90885 -0.74986 0.03885
H22 1.94309 -6.88956 0.90186
C30 -1.80349 4.18347 -0.24467
H23 1.19063 3.17061 -2.27921
F9 1.70987 -2.38068 1.12794

Cartesian forces, eV/Å:
-0.046 0.013 0.001
0.030 -0.041 -0.013
-0.140 -0.095 -0.061
-0.031 -0.049 -0.072
0.102 -0.071 -0.109
0.005 -0.002 0.005
0.003 -0.038 -0.053
-0.021 0.027 0.036
-0.038 -0.057 0.003
0.037 0.002 -0.020
0.038 0.013 0.000
0.059 -0.010 -0.037
0.026 0.022 0.004
0.000 0.011 -0.002
-0.001 0.015 -0.008
0.037 0.025 -0.057
-0.003 -0.026 -0.010
-0.020 0.021 -0.077
0.006 -0.007 -0.007
0.005 -0.008 -0.005
-0.003 0.006 -0.015
-0.014 0.001 -0.002
0.000 0.022 -0.002
-0.002 0.016 0.015
0.000 -0.013 -0.036
0.033 -0.008 0.021
-0.018 -0.024 -0.039
0.078 0.161 -0.124
0.020 0.039 0.013
0.051 -0.031 -0.019
0.022 0.068 0.066
0.078 -0.024 0.061
0.086 0.061 0.074
0.021 0.149 0.111
0.000 0.008 0.006
-0.002 -0.031 -0.022
0.067 -0.039 0.010
0.026 -0.032 -0.111
-0.005 -0.002 0.002
0.004 -0.012 0.141
-0.088 -0.244 0.007
-0.002 -0.003 0.006
0.085 -0.335 -0.172
-0.001 -0.011 -0.009
-0.018 -0.014 0.011
-0.508 -0.126 0.448
-0.116 0.106 0.070
0.022 0.009 -0.014
-0.016 -0.006 0.004
-0.029 -0.041 0.032
-0.029 0.044 -0.056
0.000 0.029 -0.097
0.024 0.019 -0.001
-0.002 0.001 0.003
-0.027 -0.034 -0.033
-0.003 -0.010 0.013
0.030 0.046 0.024
-0.049 0.017 0.014
-0.101 -0.087 0.215
0.013 -0.003 0.013
0.202 0.329 0.030
0.098 0.279 -0.335
-0.029 -0.035 0.030
0.039 0.079 0.073
0.007 -0.057 -0.026
0.102 -0.046 -0.014
0.008 -0.001 0.044
-0.001 -0.005 0.005
-0.049 0.047 -0.027
-0.010 0.024 0.005
-0.044 -0.032 0.069

Summary:
multiplicity: 3
<S²>: 2.022
gap between HOMO and LUMO (alpha / beta): 4.900 / 5.177 eV
total energy: -5825.52098 Ha
highest occupied orbital energy (alpha / beta): -0.2279 / -0.2279 hartree

No. 6
2 unconnected molecules or ions with the total composition C5H13NO at a distorted geometry, computed with ωB97M-V with the def2-TZVPD basis set.

Geometry (Å):
H1 -1.34871 -0.30710 -0.34288
H2 2.55505 0.32079 0.61869
C1 0.56147 0.43230 -1.94940
H3 1.46000 1.59074 1.08487
C2 1.78884 0.99718 0.23215
O1 -3.53458 -0.82003 2.68411
H4 2.31611 -0.87128 -2.30353
H5 0.17382 -1.20607 1.87089
C3 0.70050 0.22054 -0.45535
H6 -0.32689 -0.00857 -2.39091
H7 2.22918 1.68935 -0.47888
H8 1.51263 -0.45649 -3.73772
H9 0.52823 1.52364 -2.03646
H10 -2.75733 -1.23088 3.02781
H11 -0.43139 0.27229 2.19620
C4 1.78020 -0.04070 -2.76894
H12 2.49665 0.77273 -2.87291
N1 -0.47823 -0.50038 1.56478
C5 -0.39176 -0.22769 0.16120
H13 -3.22584 -0.15004 2.07740

Cartesian forces, eV/Å:
0.221 -0.573 -0.400
0.278 0.207 -0.100
1.111 0.313 -0.083
-0.371 -0.156 0.002
0.586 -0.925 0.159
-1.210 0.230 0.020
-0.078 0.057 0.332
0.135 0.041 -0.061
-1.794 0.938 -0.664
-0.280 0.025 0.414
0.270 -0.044 -0.069
-0.153 0.453 -0.225
-0.353 -0.025 -0.437
0.905 -0.341 0.122
0.116 0.654 0.140
0.289 -0.317 0.345
0.080 -0.100 -0.276
-0.286 -0.585 0.076
0.253 0.072 0.894
0.281 0.075 -0.188

Summary:
structure (SMILES): CC/C(C)=C/N.O
gap between HOMO and LUMO: 9.832 eV
total energy: -328.25826 Ha
highest occupied orbital energy: -0.3336 hartree